i:
{"formula": "C16H20N6OPtS", "method": "ωB97M-V with the def2-TZVPD basis set", "e_lumo_ev": -6.9, "homo_lumo_gap_ha": 0.2839, "homo_ev": -14.67, "total_charge": 2, "symbols": ["Pt", "N", "C", "S", "N", "N", "C", "C", "C", "C", "C", "C", "N", "H", "H", "H", "H", "H", "H", "H", "C", "C", "O", "N", "C", "C", "C", "C", "C", "C", "N", "H", "H", "H", "H", "H", "H", "H", "H", "H", "H", "C", "H", "H", "H"], "positions_angstrom": [[0.840, 0.266, 0.201], [4.943, -0.568, -0.704], [3.706, -0.430, -0.241], [2.693, 0.762, -1.075], [3.336, -1.170, 0.780], [2.061, -0.949, 1.173], [1.567, -1.558, 2.188], [0.175, -1.264, 2.540], [-0.455, -1.821, 3.635], [-1.780, -1.490, 3.886], [-2.436, -0.625, 3.027], [-1.745, -0.102, 1.946], [-0.469, -0.402, 1.716], [5.290, -0.001, -1.459], [5.586, -1.174, -0.218], [2.175, -2.267, 2.736], [0.086, -2.502, 4.278], [-2.293, -1.910, 4.741], [-3.469, -0.351, 3.183], [-2.226, 0.563, 1.241], [-1.229, -3.207, -1.903], [-0.625, -1.841, -1.822], [0.088, -1.545, -0.842], [-0.875, -0.977, -2.805], [-0.190, 0.301, -2.932], [-0.794, 1.414, -2.107], [-1.667, 2.299, -2.716], [-2.251, 3.326, -1.994], [-1.941, 3.443, -0.650], [-1.059, 2.542, -0.096], [-0.485, 1.545, -0.796], [-0.443, -3.940, -1.730], [-1.705, -3.404, -2.861], [-1.965, -3.316, -1.106], [-1.478, -1.277, -3.554], [-0.236, 0.589, -3.979], [0.860, 0.158, -2.688], [-1.881, 2.179, -3.769], [-2.930, 4.020, -2.472], [-2.363, 4.223, -0.033], [-0.785, 2.620, 0.944], [1.507, 1.771, 1.423], [0.789, 1.874, 2.235], [1.594, 2.690, 0.851], [2.481, 1.507, 1.828]]}



ii:
{"formula": "C16H20N6OPtS", "method": "ωB97M-V with the def2-TZVPD basis set", "e_lumo_ev": -6.9, "homo_lumo_gap_ha": 0.2834, "homo_ev": -14.65, "total_charge": 2, "symbols": ["Pt", "N", "C", "S", "N", "N", "C", "C", "C", "C", "C", "C", "N", "H", "H", "H", "H", "H", "H", "H", "C", "C", "O", "N", "C", "C", "C", "C", "C", "C", "N", "H", "H", "H", "H", "H", "H", "H", "H", "H", "H", "C", "H", "H", "H"], "positions_angstrom": [[0.221, 0.391, 0.641], [-2.211, 0.693, 4.232], [-1.452, 0.890, 3.158], [-0.106, -0.211, 2.901], [-1.716, 1.887, 2.369], [-0.960, 1.926, 1.248], [-1.041, 2.959, 0.500], [-0.353, 2.905, -0.779], [-0.343, 3.951, -1.679], [0.377, 3.819, -2.859], [1.062, 2.642, -3.103], [0.998, 1.627, -2.163], [0.302, 1.754, -1.032], [-1.976, -0.010, 4.912], [-2.918, 1.374, 4.464], [-1.606, 3.819, 0.838], [-0.888, 4.855, -1.442], [0.409, 4.629, -3.575], [1.636, 2.501, -4.008], [1.505, 0.685, -2.324], [-3.277, -1.576, -1.569], [-2.112, -1.516, -0.634], [-1.642, -0.407, -0.299], [-1.615, -2.673, -0.193], [-0.610, -2.748, 0.856], [0.799, -2.574, 0.337], [1.584, -3.681, 0.067], [2.853, -3.528, -0.466], [3.306, -2.250, -0.746], [2.489, -1.182, -0.449], [1.270, -1.326, 0.103], [-4.045, -0.886, -1.223], [-3.697, -2.576, -1.645], [-2.962, -1.243, -2.559], [-1.995, -3.529, -0.564], [-0.702, -3.710, 1.353], [-0.832, -1.976, 1.579], [1.194, -4.666, 0.285], [3.475, -4.392, -0.658], [4.284, -2.075, -1.171], [2.816, -0.170, -0.642], [1.899, 1.281, 1.392], [2.455, 1.706, 0.556], [2.500, 0.537, 1.909], [1.622, 2.073, 2.082]]}



It is i that is most stable; the runner-up trails by 0.0147 hartree.



i:
{"formula": "H3PS2", "method": "ωB97M-V with the def2-TZVPD basis set", "e_lumo_ev": -1.5, "homo_lumo_gap_ha": 0.2733, "smiles": "P=S.S", "homo_ev": -8.92, "total_charge": 0, "symbols": ["P", "S", "H", "S", "H", "H"], "positions_angstrom": [[-2.691, -1.627, -0.328], [-4.157, -0.377, -0.452], [-2.174, -1.501, -1.700], [1.150, -0.524, 0.624], [0.646, -1.661, 1.205], [1.291, -1.376, -0.348]]}



ii:
{"formula": "H3PS2", "method": "ωB97M-V with the def2-TZVPD basis set", "e_lumo_ev": -0.4, "homo_lumo_gap_ha": 0.3295, "smiles": "S=[PH2]S", "homo_ev": -9.33, "total_charge": 0, "symbols": ["S", "P", "S", "H", "H", "H"], "positions_angstrom": [[-2.039, -0.272, -0.202], [-0.230, -0.692, 0.094], [1.308, 1.181, -0.149], [0.049, -1.036, 1.389], [0.589, -1.201, -0.879], [0.323, 2.020, -0.252]]}



It is ii that is most stable; the runner-up trails by 0.0158 hartree.



i:
{"formula": "C38H55As2N4O5PPtTe", "method": "ωB97M-V with the def2-TZVPD basis set", "e_lumo_ev": [-5.2, -8.6], "homo_lumo_gap_ha": [0.2925, 0.1780], "s_squared": 6.0233, "homo_ev": [-13.16, -13.43], "spin_multiplicity": 5, "total_charge": 2, "symbols": ["Pt", "C", "As", "C", "C", "C", "C", "C", "C", "C", "As", "C", "C", "H", "H", "H", "H", "H", "H", "H", "H", "H", "H", "H", "H", "H", "H", "H", "H", "O", "C", "C", "C", "C", "C", "C", "C", "O", "N", "O", "O", "H", "H", "H", "H", "C", "C", "C", "C", "C", "C", "Te", "C", "C", "C", "H", "H", "H", "H", "H", "H", "H", "H", "H", "H", "H", "O", "P", "N", "C", "C", "C", "C", "N", "C", "C", "C", "C", "N", "C", "C", "C", "C", "H", "H", "H", "H", "H", "H", "H", "H", "H", "H", "H", "H", "H", "H", "H", "H", "H", "H", "H", "H", "H", "H", "H", "H"], "positions_angstrom": [[0.053, -0.511, 1.068], [2.197, 2.964, 2.128], [1.208, 1.377, 2.680], [0.122, 2.065, 4.156], [2.407, 0.320, 3.771], [3.557, 0.870, 4.321], [4.335, 0.128, 5.199], [3.964, -1.164, 5.537], [2.829, -1.722, 4.966], [2.053, -0.992, 4.074], [0.582, -1.910, 3.183], [-0.596, -2.354, 4.677], [1.325, -3.661, 2.792], [2.625, 3.458, 2.998], [1.508, 3.653, 1.642], [2.980, 2.679, 1.427], [0.802, 2.427, 4.926], [-0.466, 1.247, 4.572], [-0.544, 2.870, 3.852], [3.858, 1.881, 4.076], [5.233, 0.558, 5.624], [4.554, -1.741, 6.235], [2.553, -2.740, 5.216], [-1.265, -3.158, 4.371], [-1.191, -1.498, 4.988], [0.016, -2.694, 5.510], [1.447, -4.228, 3.712], [2.287, -3.560, 2.291], [0.638, -4.194, 2.137], [0.639, -2.481, -0.018], [1.670, -2.774, -0.631], [2.993, -2.289, -0.441], [4.043, -2.912, -1.136], [5.335, -2.553, -0.893], [5.642, -1.564, 0.058], [4.639, -0.921, 0.724], [3.271, -1.247, 0.496], [2.379, -0.606, 1.161], [6.423, -3.211, -1.621], [6.110, -4.016, -2.476], [7.558, -2.905, -1.320], [1.581, -3.545, -1.413], [3.838, -3.695, -1.857], [6.682, -1.332, 0.240], [4.840, -0.154, 1.460], [-8.158, 0.138, 0.119], [-6.717, 0.350, 0.461], [-6.069, 1.531, 0.104], [-4.733, 1.758, 0.391], [-4.098, 3.036, -0.090], [-4.023, 0.756, 1.073], [-2.026, 1.177, 1.642], [-4.650, -0.438, 1.467], [-3.933, -1.497, 2.259], [-5.985, -0.616, 1.151], [-8.446, 0.721, -0.753], [-8.789, 0.455, 0.953], [-8.374, -0.913, -0.067], [-6.627, 2.302, -0.414], [-4.855, 3.806, -0.226], [-3.615, 2.872, -1.057], [-3.349, 3.414, 0.607], [-2.871, -1.556, 2.006], [-4.377, -2.476, 2.086], [-4.018, -1.278, 3.327], [-6.479, -1.528, 1.468], [0.817, 0.204, -1.065], [0.224, 0.666, -2.360], [-1.142, -0.199, -2.774], [-2.238, 0.324, -3.598], [-3.162, -0.877, -3.770], [-2.994, -1.645, -2.459], [-1.537, -1.412, -2.070], [1.201, 0.538, -3.682], [2.601, 0.967, -3.517], [3.425, -0.336, -3.500], [2.495, -1.411, -4.111], [1.241, -0.642, -4.551], [-0.102, 2.282, -2.283], [-0.335, 3.194, -3.412], [-0.950, 4.422, -2.750], [-0.238, 4.472, -1.394], [-0.104, 2.999, -1.008], [-1.863, 0.684, -4.558], [-2.742, 1.158, -3.092], [-2.825, -1.482, -4.613], [-4.192, -0.574, -3.948], [-3.227, -2.703, -2.561], [-3.654, -1.220, -1.709], [-0.896, -2.257, -2.341], [-1.427, -1.298, -0.966], [2.721, 1.554, -2.607], [2.878, 1.588, -4.372], [3.703, -0.593, -2.478], [4.340, -0.218, -4.076], [2.233, -2.162, -3.362], [2.958, -1.923, -4.952], [0.324, -1.221, -4.472], [1.350, -0.296, -5.581], [-0.988, 2.747, -4.160], [0.612, 3.452, -3.896], [-2.022, 4.280, -2.604], [-0.802, 5.324, -3.339], [-0.794, 5.041, -0.650], [0.749, 4.922, -1.507], [-0.961, 2.682, -0.387], [0.802, 2.786, -0.438]]}



ii:
{"formula": "C38H55As2N4O5PPtTe", "method": "ωB97M-V with the def2-TZVPD basis set", "e_lumo_ev": [-5.0, -8.1], "homo_lumo_gap_ha": [0.2775, 0.1865], "s_squared": 6.0228, "homo_ev": [-12.60, -13.19], "spin_multiplicity": 5, "total_charge": 2, "symbols": ["Pt", "C", "As", "C", "C", "C", "C", "C", "C", "C", "As", "C", "C", "H", "H", "H", "H", "H", "H", "H", "H", "H", "H", "H", "H", "H", "H", "H", "H", "O", "C", "C", "C", "C", "C", "C", "C", "O", "N", "O", "O", "H", "H", "H", "H", "C", "C", "C", "C", "C", "C", "Te", "C", "C", "C", "H", "H", "H", "H", "H", "H", "H", "H", "H", "H", "H", "O", "P", "N", "C", "C", "C", "C", "N", "C", "C", "C", "C", "N", "C", "C", "C", "C", "H", "H", "H", "H", "H", "H", "H", "H", "H", "H", "H", "H", "H", "H", "H", "H", "H", "H", "H", "H", "H", "H", "H", "H"], "positions_angstrom": [[0.754, 0.345, 0.241], [4.646, 0.225, -0.017], [3.030, -0.144, 1.040], [3.458, -1.881, 1.830], [3.225, 1.104, 2.521], [4.159, 0.824, 3.513], [4.331, 1.679, 4.589], [3.555, 2.821, 4.687], [2.612, 3.096, 3.710], [2.441, 2.252, 2.619], [1.120, 2.687, 1.255], [1.995, 4.231, 0.390], [-0.313, 3.553, 2.267], [5.538, 0.101, 0.604], [4.626, 1.245, -0.409], [4.692, -0.469, -0.858], [4.487, -1.906, 2.201], [3.336, -2.677, 1.094], [2.771, -2.072, 2.655], [4.766, -0.070, 3.435], [5.064, 1.446, 5.344], [3.688, 3.494, 5.520], [1.997, 3.984, 3.798], [1.944, 5.101, 1.045], [1.498, 4.469, -0.551], [3.039, 3.988, 0.189], [-0.038, 4.575, 2.537], [-0.518, 2.968, 3.165], [-1.219, 3.569, 1.660], [0.423, 0.010, 2.622], [-0.539, -0.462, 3.224], [-1.616, -1.256, 2.722], [-2.537, -1.739, 3.664], [-3.571, -2.562, 3.295], [-3.742, -2.925, 1.951], [-2.870, -2.464, 1.009], [-1.776, -1.608, 1.336], [-0.996, -1.234, 0.392], [-4.463, -3.086, 4.314], [-4.189, -2.816, 5.459], [-5.397, -3.753, 3.942], [-0.594, -0.281, 4.311], [-2.419, -1.484, 4.707], [-4.559, -3.582, 1.690], [-2.975, -2.759, -0.025], [3.263, -8.419, 0.140], [2.745, -7.036, -0.037], [3.348, -6.133, -0.909], [2.843, -4.865, -1.122], [3.585, -3.927, -2.019], [1.667, -4.480, -0.450], [0.673, -2.658, -0.966], [1.088, -5.344, 0.496], [-0.105, -4.978, 1.322], [1.634, -6.601, 0.679], [4.168, -8.584, -0.436], [2.506, -9.139, -0.178], [3.469, -8.625, 1.191], [4.243, -6.433, -1.433], [4.228, -4.471, -2.705], [4.212, -3.264, -1.419], [2.897, -3.312, -2.600], [-0.374, -3.927, 1.212], [0.100, -5.175, 2.374], [-0.959, -5.587, 1.033], [1.171, -7.261, 1.398], [-1.212, 1.570, -0.437], [-1.797, 2.152, -1.676], [-2.564, 3.624, -1.454], [-3.495, 3.624, -0.326], [-3.938, 5.076, -0.236], [-2.672, 5.858, -0.606], [-1.789, 4.862, -1.382], [-3.012, 1.224, -2.315], [-4.084, 1.700, -3.174], [-4.374, 0.504, -4.074], [-4.200, -0.663, -3.102], [-3.002, -0.233, -2.253], [-0.572, 2.385, -2.794], [-0.775, 2.783, -4.179], [0.624, 3.190, -4.630], [1.498, 2.155, -3.919], [0.808, 1.999, -2.563], [-2.985, 3.319, 0.597], [-4.309, 2.925, -0.512], [-4.297, 5.329, 0.758], [-4.734, 5.267, -0.953], [-2.152, 6.200, 0.288], [-2.906, 6.730, -1.212], [-0.837, 4.701, -0.852], [-1.567, 5.206, -2.395], [-3.789, 2.601, -3.712], [-4.966, 1.933, -2.563], [-3.645, 0.448, -4.884], [-5.369, 0.547, -4.508], [-4.031, -1.610, -3.605], [-5.084, -0.765, -2.473], [-2.057, -0.626, -2.654], [-3.080, -0.555, -1.212], [-1.509, 3.587, -4.226], [-1.138, 1.942, -4.782], [0.854, 4.192, -4.269], [0.740, 3.174, -5.710], [2.530, 2.478, -3.818], [1.489, 1.214, -4.467], [1.256, 2.667, -1.819], [0.880, 0.964, -2.152]]}



It is ii that is most stable; the runner-up trails by 0.0056 hartree.



i:
{"formula": "C6H12O3", "method": "ωB97M-V with the def2-TZVPD basis set", "e_lumo_ev": 0.8, "homo_lumo_gap_ha": 0.3777, "smiles": "C[C@H](O)[C@@](C)(O)[C@H]1CO1", "homo_ev": -9.46, "total_charge": 0, "symbols": ["C", "C", "O", "C", "C", "O", "C", "C", "O", "H", "H", "H", "H", "H", "H", "H", "H", "H", "H", "H", "H"], "positions_angstrom": [[-1.098, 0.552, -1.836], [-1.097, 0.441, -0.318], [-0.903, 1.668, 0.323], [-0.131, -0.768, 0.294], [-0.210, -0.784, 1.808], [-0.484, -1.986, -0.299], [1.186, -0.349, -0.266], [2.060, 0.694, 0.299], [2.448, -0.606, 0.537], [-1.229, -0.434, -2.283], [-1.917, 1.202, -2.150], [-0.161, 0.985, -2.195], [-2.084, 0.106, 0.011], [-0.175, 2.133, -0.102], [-1.158, -1.223, 2.127], [-0.159, 0.232, 2.201], [0.626, -1.362, 2.205], [-1.235, -2.360, 0.175], [1.338, -0.660, -1.296], [1.705, 1.258, 1.167], [2.679, 1.262, -0.403]]}



ii:
{"formula": "C6H12O3", "method": "ωB97M-V with the def2-TZVPD basis set", "e_lumo_ev": 0.7, "homo_lumo_gap_ha": 0.3607, "smiles": "C[C@]1(C(O)O)CC1=O.C", "homo_ev": -9.11, "total_charge": 0, "symbols": ["C", "C", "C", "O", "O", "C", "C", "O", "H", "H", "H", "H", "H", "H", "H", "H", "C", "H", "H", "H", "H"], "positions_angstrom": [[2.351, -0.454, -0.678], [0.956, 0.073, -0.395], [-0.108, -0.574, -1.295], [-0.543, -1.758, -0.688], [-1.182, 0.254, -1.612], [0.804, 1.571, -0.057], [0.768, 0.546, 0.985], [0.830, 0.307, 2.151], [2.669, -0.173, -1.681], [3.062, -0.051, 0.039], [2.356, -1.539, -0.594], [0.370, -0.785, -2.266], [-1.132, -2.230, -1.289], [-1.734, 0.363, -0.824], [-0.116, 2.039, -0.378], [1.663, 2.222, -0.132], [-2.203, 0.038, 1.737], [-1.714, -0.731, 1.152], [-1.782, 0.032, 2.733], [-2.050, 1.019, 1.301], [-3.265, -0.168, 1.793]]}



iii:
{"formula": "C6H12O3", "method": "ωB97M-V with the def2-TZVPD basis set", "e_lumo_ev": 0.7, "homo_lumo_gap_ha": 0.3885, "smiles": "OCC1[C@@H](O)CC[C@@H]1O", "homo_ev": -9.85, "total_charge": 0, "symbols": ["O", "C", "C", "C", "O", "C", "C", "C", "O", "H", "H", "H", "H", "H", "H", "H", "H", "H", "H", "H", "H"], "positions_angstrom": [[1.880, 1.584, 0.135], [1.466, 0.654, 1.030], [0.355, -0.170, 0.518], [0.192, -0.650, -0.873], [1.368, -1.278, -1.417], [-0.978, -1.651, -0.680], [-1.918, -0.740, 0.287], [-1.064, 0.327, 0.858], [-1.282, 1.601, 0.203], [1.114, 2.131, -0.151], [1.211, 1.092, 2.078], [2.386, 0.083, 1.186], [0.273, -0.986, 1.020], [-0.143, 0.123, -1.541], [1.923, -0.556, -1.790], [-1.414, -1.722, -1.700], [-0.808, -2.545, -0.257], [-2.428, -1.324, 1.031], [-2.737, -0.246, -0.224], [-1.182, 0.370, 1.935], [-2.241, 1.704, 0.202]]}



It is i that is most stable; the runner-up trails by 0.0036 hartree.